(1)
The following is a DFT calculation (the ωB97M-V functional and the def2-TZVPD basis) of C31H25CoF2N6O7S2 as an isolated structure.

Last column: Löwdin charge in e.
Positions of all 74 atoms, in Å:
Co: -0.158 0.567 -1.403  0.47
C: 2.071 -4.293 4.836  -0.04
C: 1.762 -2.889 4.392  -0.27
C: 0.456 -2.417 4.366  -0.05
C: 0.167 -1.130 3.928  -0.07
C: 1.200 -0.299 3.535  -0.30
C: 2.518 -0.739 3.583  -0.05
C: 2.788 -2.029 3.998  -0.03
S: 0.849 1.338 2.965  0.59
O: 1.598 2.257 3.796  -0.32
O: -0.588 1.482 2.958  -0.32
N: 1.362 1.270 1.460  -0.08
C: 2.078 2.214 0.864  -0.34
C: 2.585 3.426 1.406  -0.01
C: 3.243 4.325 0.615  -0.07
C: 3.423 4.072 -0.752  -0.07
C: 2.937 2.897 -1.247  -0.03
N: 2.296 2.001 -0.466  0.03
H: 1.181 -4.920 4.808  0.08
H: 2.455 -4.300 5.858  0.08
H: 2.826 -4.748 4.195  0.08
H: -0.352 -3.075 4.664  0.11
H: -0.849 -0.761 3.891  0.11
H: 3.317 -0.078 3.275  0.12
H: 3.811 -2.385 4.008  0.12
H: 2.428 3.604 2.459  0.09
H: 3.623 5.238 1.056  0.11
H: 3.925 4.764 -1.410  0.10
H: 3.021 2.613 -2.283  0.13
O: -6.594 1.560 -4.120  0.07
N: -6.102 2.577 -3.665  -0.33
O: -6.607 3.679 -3.742  0.07
C: -4.804 2.461 -2.943  -0.06
C: -4.385 3.583 -2.333  0.07
C: -3.175 3.606 -1.570  -0.12
C: -2.730 4.759 -0.900  0.00
C: -1.572 4.689 -0.177  -0.02
C: -0.875 3.468 -0.136  -0.06
N: -1.267 2.384 -0.764  0.12
C: -2.411 2.449 -1.478  -0.12
C: -2.863 1.244 -2.151  -0.11
N: -2.071 0.161 -2.009  0.06
C: -2.423 -0.977 -2.565  -0.07
C: -3.596 -1.102 -3.317  -0.01
C: -4.405 -0.012 -3.487  0.02
C: -4.060 1.218 -2.882  -0.05
H: -4.987 4.477 -2.410  0.13
H: -3.310 5.672 -0.958  0.12
H: -1.186 5.539 0.367  0.11
H: 0.034 3.389 0.442  0.10
H: -1.751 -1.817 -2.427  0.11
H: -3.841 -2.050 -3.773  0.11
H: -5.303 -0.092 -4.075  0.10
N: -0.229 -0.872 0.021  0.04
C: 0.412 -2.137 -0.323  -0.29
C: 0.748 -2.401 -1.643  -0.05
C: 1.307 -3.626 -1.979  -0.04
C: 1.539 -4.584 -0.999  -0.25
C: 1.240 -4.295 0.324  -0.04
C: 0.676 -3.073 0.662  -0.02
S: 2.190 -6.194 -1.457  0.39
O: 3.316 -5.882 -2.322  -0.37
O: 2.543 -6.803 -0.183  -0.38
O: 1.069 -6.825 -2.140  -0.37
H: 0.214 -0.461 0.846  0.06
H: -1.199 -1.045 0.273  0.11
H: 0.605 -1.639 -2.405  0.10
H: 1.581 -3.847 -3.002  0.12
H: 1.454 -5.045 1.074  0.10
H: 0.434 -2.845 1.691  0.09
F: 2.502 0.564 -2.236  -0.07
C: 1.780 0.731 -1.058  -0.25
F: -0.016 1.463 -3.039  -0.46
H: 2.142 -0.053 -0.386  0.10

Forces on atoms 1 to 3 (eV/Å):
Co 0.297 -0.346 -0.272
C 0.005 0.017 -0.005
C 0.017 -0.033 0.020

frontier orbital gap (alpha / beta)	0.210 / 0.209	Eh
HOMO level (alpha / beta)	-5.484 / -5.484	eV
charge	-1
strongest force on any atom	0.5	eV/A
spin multiplicity	2


(2)
The following is a DFT calculation (the ωB97M-V functional and the def2-TZVPD basis) of C3H6N2O in the gas phase.

Last column: natural (NBO) charge in e.
Positions of all 12 atoms, in Å:
H: 2.207 -1.750 -0.807  0.34
N: 1.236 -1.416 -0.808  -0.44
N: 1.017 -0.677 0.173  0.32
O: 1.843 -0.243 0.978  -0.46
C: -0.290 0.003 0.007  0.12
C: -1.327 -0.711 -0.414  -0.36
C: -0.296 1.425 0.443  -0.67
H: -2.307 -0.272 -0.471  0.21
H: -1.202 -1.718 -0.761  0.23
H: -0.045 2.081 -0.397  0.23
H: -1.279 1.701 0.827  0.23
H: 0.442 1.577 1.229  0.26

Forces on atoms 1 to 3 (eV/Å):
H -0.133 0.193 0.537
N 0.367 -1.349 -0.540
N 0.411 1.370 -2.163

frontier orbital gap	0.374	Eh
SMILES	[H]/N=[N+](\[O-])C(=C)C
HOMO level	-9.906	eV
strongest force on any atom	2.6	eV/A
spin multiplicity	1


(3)
The following is a DFT calculation (the ωB97M-V functional and the def2-TZVPD basis) of C6H13P in the gas phase.

Last column: natural (NBO) charge in e.
Positions of all 20 atoms, in Å:
C: 0.913 -1.994 0.329  -0.60
C: 0.011 -0.800 0.624  -0.27
C: -1.076 -0.473 -0.355  -0.55
P: -2.768 -0.022 0.121  0.30
C: 0.380 0.532 0.216  0.10
C: -0.084 1.854 0.721  -0.64
C: 1.607 0.706 -0.749  -0.62
H: 1.875 -1.818 0.929  0.22
H: 0.942 -2.105 -0.670  0.20
H: 0.409 -2.926 0.611  0.22
H: -0.434 -0.794 1.630  0.20
H: -1.058 -1.037 -1.265  0.21
H: -3.144 -1.235 -0.538  -0.02
H: -2.979 0.844 -1.055  -0.02
H: -0.909 1.815 1.346  0.22
H: -0.216 2.495 -0.136  0.22
H: 0.813 2.454 1.071  0.21
H: 1.967 -0.160 -1.194  0.22
H: 2.447 1.241 -0.172  0.21
H: 1.304 1.425 -1.468  0.21

Forces on atoms 1 to 3 (eV/Å):
C -0.246 0.913 4.391
C -1.379 -1.098 2.476
C 2.412 1.377 0.567

frontier orbital gap	0.332	Eh
SMILES	C[C@@H]1[C@@H](P)C1(C)C
HOMO level	-8.023	eV
strongest force on any atom	4.5	eV/A
spin multiplicity	1


(4)
The following is a DFT calculation (the ωB97M-V functional and the def2-TZVPD basis) of C4H4O3 in the gas phase.

Last column: natural (NBO) charge in e.
Positions of all 11 atoms, in Å:
C: -1.616 0.377 -0.468  -0.72
C: -0.394 -0.481 -0.321  0.51
O: -0.152 -1.478 -0.960  -0.49
C: 0.616 -0.105 0.769  0.40
O: 0.308 0.064 1.924  -0.46
C: 2.064 0.056 0.310  0.35
O: 2.304 0.659 -0.707  -0.46
H: -2.226 0.317 0.439  0.25
H: -2.194 0.044 -1.332  0.24
H: -1.316 1.424 -0.595  0.24
H: 2.845 -0.323 0.993  0.14

Forces on atoms 1 to 3 (eV/Å):
C -0.044 -0.016 -0.083
C -0.114 -0.225 -0.217
O -0.056 0.423 0.252

frontier orbital gap	0.335	Eh
SMILES	CC(=O)C(=O)C=O
HOMO level	-9.839	eV
strongest force on any atom	0.6	eV/A
spin multiplicity	1


It is found that the electronic energy values, taken in the order of the records, are -4430.46438, -302.54393, -577.64241, -380.50008 a.u..